Entry 1:
Formula: C68H142Cl14N6O6
Source: OMol25
Level of theory: ωB97M-V/def2-TZVPD

```
236
Properties=species:S:1:pos:R:3:lowdin_charge:R:1
C 11.01 24.31 17.80 -0.011
C 12.54 24.30 17.79 -0.495
C 13.19 25.66 18.21 -0.115
C 12.90 25.95 19.70 -0.178
C 13.57 24.87 20.53 -0.141
C 13.02 23.47 20.13 -0.477
N 13.20 23.28 18.66 -0.060
O 12.63 22.01 18.42 -0.052
C 13.97 22.49 20.89 -0.027
C 11.59 23.24 20.59 -0.021
C 13.03 24.03 16.38 -0.040
H 10.60 24.86 18.65 0.069
H 10.60 23.31 17.78 0.073
H 10.75 24.87 16.92 0.084
H 14.29 25.68 18.08 0.111
H 12.84 26.52 17.61 0.128
H 11.84 25.98 19.82 0.080
H 13.32 26.93 19.97 0.117
H 13.58 25.08 21.60 0.126
H 14.64 24.84 20.32 0.111
H 13.64 21.45 20.93 0.063
H 14.97 22.51 20.46 0.034
H 14.10 22.92 21.91 0.098
H 11.18 22.45 19.99 0.067
H 11.51 22.82 21.54 0.042
H 10.93 24.18 20.59 0.108
H 14.10 24.08 16.16 0.078
H 12.60 24.75 15.70 0.079
H 12.65 23.04 16.00 0.085
H 13.36 21.42 18.45 0.029
C 12.49 21.85 12.56 -0.046
C 12.30 20.96 11.36 -0.500
C 13.43 19.88 11.46 -0.142
C 13.24 18.67 10.63 -0.203
C 11.87 18.07 10.87 -0.131
C 10.74 19.05 10.70 -0.507
N 11.03 20.23 11.55 -0.089
O 9.97 21.14 11.38 -0.032
C 10.56 19.28 9.18 -0.023
C 9.43 18.45 11.24 -0.040
C 12.51 21.79 10.10 -0.022
H 13.45 22.33 12.42 0.080
H 12.58 21.26 13.46 0.069
H 11.78 22.68 12.65 0.092
H 14.42 20.36 11.35 0.109
H 13.46 19.57 12.52 0.100
H 13.98 17.93 10.79 0.089
H 13.39 18.92 9.60 0.099
H 12.04 17.65 11.86 0.116
H 11.77 17.23 10.22 0.117
H 10.03 18.40 8.80 0.082
H 9.94 20.11 8.83 0.089
H 11.51 19.32 8.68 0.057
H 9.32 17.51 10.73 0.069
H 9.49 18.39 12.35 0.071
H 8.53 19.10 10.97 0.107
H 12.44 21.35 9.12 0.067
H 13.53 22.27 10.16 0.096
H 11.82 22.63 10.11 0.077
H 9.75 21.45 12.24 0.049
C 12.01 21.04 23.95 -0.018
C 12.03 19.56 23.57 -0.505
C 11.02 19.30 22.40 -0.118
C 11.16 17.97 21.64 -0.164
C 12.57 18.00 21.06 -0.156
C 13.61 18.03 22.15 -0.496
N 13.37 19.26 22.97 -0.073
O 14.33 19.22 24.01 -0.056
C 13.71 16.66 22.88 -0.017
C 15.00 18.22 21.53 -0.044
C 11.70 18.65 24.74 -0.025
H 12.40 21.61 23.11 0.055
H 12.76 21.10 24.74 0.086
H 11.02 21.29 24.34 0.095
H 9.99 19.30 22.77 0.128
H 11.18 20.09 21.68 0.102
H 10.35 18.01 20.92 0.096
H 10.96 17.05 22.17 0.100
H 12.64 18.94 20.49 0.109
H 12.78 17.24 20.35 0.079
H 14.70 16.57 23.35 0.080
H 12.98 16.45 23.70 0.084
H 13.71 15.83 22.17 0.076
H 15.15 19.17 20.97 0.083
H 15.82 18.03 22.24 0.081
H 15.17 17.42 20.77 0.077
H 11.24 17.71 24.47 0.076
H 10.89 19.16 25.30 0.104
H 12.51 18.48 25.37 0.053
H 14.06 18.48 24.64 0.099
C 14.51 11.53 16.80 -0.008
C 15.23 10.86 18.01 -0.497
C 16.67 11.29 18.24 -0.155
C 16.82 12.74 18.70 -0.152
C 16.06 12.72 20.04 -0.142
C 14.59 12.31 19.96 -0.503
N 14.53 11.00 19.28 -0.089
O 13.14 10.63 19.10 -0.016
C 14.11 12.06 21.40 -0.045
C 13.67 13.44 19.32 -0.030
C 15.38 9.35 17.66 -0.031
H 13.74 12.27 17.00 0.032
H 13.99 10.75 16.19 0.096
H 15.27 12.09 16.20 0.075
H 17.02 10.67 19.05 0.113
H 17.27 11.08 17.34 0.118
H 16.43 13.46 17.96 0.088
H 17.82 13.07 18.86 0.104
H 16.13 13.72 20.53 0.131
H 16.46 11.96 20.68 0.101
H 13.04 11.91 21.48 0.080
H 14.74 11.24 21.79 0.091
H 14.39 13.00 21.97 0.096
H 13.23 14.07 20.13 0.069
H 14.18 14.00 18.56 0.050
H 12.88 12.93 18.84 0.037
H 15.96 8.85 18.45 0.089
H 16.00 9.22 16.77 0.064
H 14.42 8.88 17.54 0.070
H 13.14 9.84 19.65 0.103
C 16.99 10.16 14.20 -0.039
C 17.69 11.19 13.30 -0.501
C 18.66 10.48 12.32 -0.124
C 19.15 11.47 11.30 -0.183
C 17.93 12.05 10.62 -0.162
C 17.04 12.82 11.57 -0.507
N 16.61 11.82 12.55 -0.114
O 15.74 12.46 13.43 -0.054
C 17.79 14.08 12.09 -0.023
C 15.80 13.27 10.74 -0.033
C 18.51 12.10 14.26 -0.013
H 17.68 9.40 14.64 0.106
H 16.16 9.79 13.67 0.074
H 16.56 10.77 15.05 0.059
H 19.49 9.98 12.84 0.127
H 18.12 9.73 11.79 0.108
H 19.88 11.14 10.46 0.144
H 19.73 12.29 11.75 0.081
H 17.28 11.32 10.15 0.125
H 18.23 12.73 9.87 0.107
H 17.34 14.47 13.01 0.073
H 18.86 13.84 12.09 0.042
H 17.61 14.73 11.23 0.088
H 16.03 13.52 9.68 0.088
H 15.01 12.49 10.62 0.096
H 15.36 14.15 11.21 0.062
H 18.93 11.34 14.88 0.070
H 17.79 12.71 14.85 0.086
H 19.32 12.65 13.80 0.043
H 14.81 12.24 13.13 0.148
C 14.00 19.21 17.72 -0.031
C 15.10 18.41 16.98 -0.460
C 15.48 17.16 17.76 -0.151
C 16.37 16.29 16.92 -0.180
C 15.65 15.83 15.62 -0.122
C 15.16 16.95 14.77 -0.444
N 14.41 17.94 15.71 -0.024
O 14.07 19.11 14.98 -0.046
C 16.34 17.60 13.97 0.003
C 14.26 16.38 13.68 -0.020
C 16.30 19.39 16.89 -0.028
H 13.60 20.04 17.11 0.072
H 14.41 19.70 18.68 0.099
H 13.17 18.56 18.08 0.068
H 16.08 17.46 18.63 0.122
H 14.63 16.63 18.09 0.087
H 16.62 15.43 17.56 0.095
H 17.32 16.88 16.74 0.064
H 14.83 15.20 15.93 0.094
H 16.26 15.11 15.08 0.108
H 16.12 18.48 13.31 0.087
H 17.10 17.86 14.66 0.045
H 16.71 16.88 13.23 0.086
H 13.31 15.97 13.98 0.059
H 14.06 17.21 12.98 0.062
H 14.70 15.67 13.04 0.066
H 16.50 19.71 17.89 0.062
H 16.07 20.24 16.28 0.069
H 17.13 18.79 16.49 0.051
H 14.79 19.13 14.35 0.042
Cl 8.56 18.61 17.47 0.547
C 9.62 20.09 17.52 -0.618
C 10.53 20.23 16.31 -0.659
Cl 9.66 20.21 14.75 0.598
H 10.32 20.05 18.37 0.067
H 8.90 20.93 17.55 0.072
H 11.20 19.34 16.35 0.053
H 11.12 21.22 16.35 0.082
Cl 19.67 15.87 15.93 0.609
C 20.35 16.90 14.70 -0.683
C 20.39 16.19 13.38 -0.742
Cl 21.47 14.82 13.29 0.618
H 21.42 17.00 15.03 0.077
H 19.86 17.90 14.73 0.034
H 20.81 16.92 12.71 0.008
H 19.44 15.83 13.14 0.000
Cl 20.14 19.34 18.11 0.546
C 20.29 18.60 19.81 -0.568
C 19.61 19.50 20.76 -0.721
Cl 20.66 20.84 21.12 0.597
H 21.40 18.68 19.92 0.064
H 19.97 17.55 19.86 0.086
H 19.46 18.96 21.66 0.057
H 18.61 19.81 20.37 0.052
Cl 20.58 20.33 13.69 0.511
C 20.17 21.25 15.26 -0.577
C 18.71 21.21 15.61 -0.715
Cl 17.75 21.98 14.33 0.580
H 20.55 22.27 15.06 0.068
H 20.75 20.84 16.06 0.008
H 18.53 21.63 16.62 0.031
H 18.31 20.20 15.76 0.022
Cl 19.48 17.90 10.77 0.595
C 18.61 19.20 9.88 -0.626
C 17.68 19.90 10.82 -0.693
Cl 17.17 21.46 10.14 0.561
H 18.11 18.85 8.98 0.077
H 19.46 19.79 9.54 0.062
H 18.14 20.16 11.79 0.026
H 16.73 19.35 10.94 0.061
Cl 19.11 24.48 17.22 0.541
C 17.41 24.59 17.84 -0.624
C 16.74 23.23 18.04 -0.647
Cl 17.50 22.29 19.33 0.606
H 16.86 25.31 17.14 0.096
H 17.43 25.20 18.75 0.066
H 16.85 22.69 17.11 0.022
H 15.71 23.31 18.33 0.027
Cl 11.86 14.56 16.14 0.527
C 11.17 16.25 16.57 -0.568
C 11.47 16.52 17.98 -0.684
Cl 10.64 15.35 19.05 0.579
H 10.11 16.30 16.26 0.065
H 11.71 16.90 15.88 0.053
H 11.19 17.49 18.41 0.038
H 12.53 16.38 18.10 0.026
```

The lowest unoccupied orbital energy comes out at 0.30 eV. Its charge is 0. As for the largest force on an atom: 2.56 eV/A. As for the HOMO-LUMO gap: 8.69 eV.

Entry 2:
Formula: CH13NO4
Source: OMol25
Level of theory: ωB97M-V/def2-TZVPD

```
19
Properties=species:S:1:pos:R:3:lowdin_charge:R:1
C -0.79 1.78 2.88 -0.160
N -0.27 2.51 1.67 -0.105
H -0.97 2.53 3.61 0.045
H -0.05 0.92 3.22 0.115
H -1.76 1.43 2.64 0.029
H -0.10 3.50 1.79 0.050
H 0.53 2.02 1.14 0.093
O -2.58 1.27 -0.04 -0.159
H -2.17 1.99 0.62 0.059
H -1.83 0.85 -0.53 0.037
O -0.81 -2.85 -4.06 -0.065
H -1.65 -2.39 -3.87 0.045
H -0.97 -3.16 -4.96 0.023
O 2.07 -1.30 1.71 -0.067
H 1.58 -0.78 1.05 0.023
H 2.98 -1.34 1.45 0.018
O 2.08 -1.01 -1.57 -0.079
H 1.94 -1.87 -2.05 0.075
H 3.00 -0.82 -1.39 0.024
```

The lowest unoccupied orbital energy comes out at 0.40 eV. Its charge is 0. As for the largest force on an atom: 3.45 eV/A. As for the SMILES: CN.O.O.O.O. As for the HOMO-LUMO gap: 9.70 eV. The value obtained for the relative energy (zero: lowest compared OMol25 entry of this formula, charge and spin) is 40.1 kcal per mole.

Entry 3:
Formula: C33H51BN6S6Ti
Source: OMol25
Level of theory: ωB97M-V/def2-TZVPD

```
98
Properties=species:S:1:pos:R:3:lowdin_charge:R:1
Ti 0.02 0.18 0.06 0.388
C -0.33 4.80 1.83 -0.027
C -0.85 4.17 0.58 -0.215
C -1.13 4.87 -0.56 0.096
C -1.59 4.21 -1.73 -0.176
N -1.83 2.92 -1.73 0.205
N -1.62 2.24 -0.59 0.002
B -1.99 0.72 -0.58 -0.668
N -2.48 0.20 -1.93 0.010
N -3.68 0.66 -2.34 0.205
C -4.16 0.20 -3.47 -0.182
C -3.44 -0.76 -4.24 0.088
C -2.25 -1.25 -3.81 -0.224
C -1.47 -2.29 -4.55 -0.044
C -1.77 -0.73 -2.57 -0.538
S -0.30 -1.30 -1.89 0.746
C -5.51 0.69 -3.95 -0.549
C -6.43 -0.54 -4.09 -0.029
C -6.12 1.67 -2.96 -0.051
C -5.34 1.36 -5.32 -0.022
N -2.99 0.37 0.56 -0.041
N -3.98 1.23 0.75 0.202
C -4.81 1.03 1.75 -0.168
C -4.71 -0.15 2.53 0.103
C -3.67 -1.02 2.36 -0.219
C -3.49 -2.23 3.21 -0.037
C -2.72 -0.67 1.37 -0.570
S -1.19 -1.49 1.26 0.742
C -5.80 2.15 2.02 -0.544
C -6.74 1.82 3.18 -0.049
C -6.61 2.42 0.76 -0.039
C -4.98 3.40 2.38 -0.032
C -1.10 2.77 0.53 -0.548
S -0.78 1.68 1.83 0.780
C -1.80 4.98 -3.02 -0.548
C -2.30 4.06 -4.12 -0.051
C -2.83 6.09 -2.77 -0.024
C -0.45 5.60 -3.43 -0.024
H -0.08 5.84 1.67 0.097
H 0.55 4.26 2.19 0.081
H -1.08 4.74 2.62 0.101
H -0.96 5.94 -0.59 0.135
H -3.87 -1.12 -5.16 0.133
H -1.96 -2.53 -5.50 0.094
H -1.38 -3.20 -3.96 0.096
H -0.46 -1.94 -4.76 0.085
H -6.50 -1.08 -3.15 0.096
H -6.09 -1.22 -4.86 0.084
H -7.43 -0.21 -4.37 0.098
H -6.35 1.18 -2.02 0.071
H -7.06 2.05 -3.38 0.099
H -5.47 2.51 -2.76 0.074
H -4.90 0.69 -6.06 0.084
H -4.71 2.25 -5.25 0.078
H -6.32 1.66 -5.70 0.099
H -5.45 -0.34 3.30 0.127
H -4.33 -2.36 3.88 0.095
H -2.57 -2.15 3.80 0.093
H -3.39 -3.12 2.59 0.097
H -7.36 0.94 2.96 0.095
H -7.41 2.66 3.34 0.097
H -6.20 1.64 4.11 0.092
H -7.18 1.54 0.45 0.093
H -5.96 2.71 -0.06 0.068
H -7.31 3.23 0.95 0.097
H -4.38 3.24 3.28 0.093
H -5.65 4.23 2.57 0.096
H -4.31 3.67 1.56 0.073
H -3.25 3.60 -3.86 0.064
H -1.59 3.26 -4.34 0.085
H -2.44 4.64 -5.03 0.099
H -3.78 5.67 -2.44 0.095
H -3.00 6.63 -3.69 0.099
H -2.49 6.81 -2.03 0.084
H 0.29 4.82 -3.61 0.089
H -0.06 6.28 -2.67 0.084
H -0.58 6.16 -4.35 0.099
C 4.97 2.01 -0.33 -0.515
C 4.13 2.23 0.94 -0.464
S 2.52 1.41 1.30 0.802
C 2.83 -0.29 0.75 -0.515
C 2.87 -0.44 -0.78 -0.488
S 2.08 0.99 -1.56 0.767
C 2.83 0.98 -3.19 -0.458
C 4.28 1.50 -3.05 -0.529
S 4.53 2.86 -1.88 0.875
H 5.13 0.96 -0.53 0.061
H 5.95 2.39 -0.05 0.084
H 3.91 3.29 1.08 0.079
H 4.76 1.93 1.78 0.085
H 2.04 -0.91 1.22 0.063
H 3.75 -0.63 1.23 0.103
H 2.40 -1.38 -1.11 0.067
H 3.90 -0.49 -1.13 0.074
H 2.23 1.66 -3.81 0.084
H 2.80 0.00 -3.65 0.095
H 4.60 1.88 -4.02 0.082
H 4.96 0.68 -2.81 0.079
```

The lowest unoccupied orbital energy comes out at -6.20 eV. Its charge is +2. As for the largest force on an atom: 0.49 eV/A. As for the HOMO-LUMO gap: 6.83 eV. The value obtained for the relative energy (zero: lowest compared OMol25 entry of this formula, charge and spin) is 32.3 kcal per mole.

- lowest unoccupied orbital energy of number 2 (CH13NO4)?
  0.40 eV

- Number 2 is which compound?
  CH13NO4